{"formula": "C32H48CaO16", "method": "ωB97M-V/def2-TZVPD", "species": ["Ca", "O", "C", "O", "C", "C", "C", "H", "H", "H", "H", "H", "H", "O", "C", "O", "C", "C", "C", "H", "H", "H", "H", "H", "H", "O", "C", "O", "C", "C", "C", "H", "H", "H", "H", "H", "H", "O", "C", "O", "C", "C", "C", "H", "H", "H", "H", "H", "H", "O", "C", "O", "C", "C", "C", "H", "H", "H", "H", "H", "H", "O", "C", "O", "C", "C", "C", "H", "H", "H", "H", "H", "H", "O", "C", "O", "C", "C", "C", "H", "H", "H", "H", "H", "H", "O", "C", "O", "C", "C", "C", "H", "H", "H", "H", "H", "H"], "xyz": [[0.398, -0.489, 0.003], [-2.254, 3.140, -2.815], [-2.792, 4.124, -3.350], [-2.237, 4.786, -4.369], [-3.133, 5.743, -4.882], [-4.384, 5.628, -4.048], [-4.203, 4.610, -3.033], [-3.376, 5.644, -5.940], [-2.751, 6.752, -4.730], [-5.258, 5.390, -4.654], [-4.648, 6.612, -3.660], [-4.964, 3.846, -3.188], [-4.489, 4.850, -2.009], [5.608, -0.358, 0.760], [6.816, -0.666, 0.944], [7.772, -0.460, -0.012], [9.055, -0.792, 0.413], [8.763, -1.588, 1.664], [7.474, -1.016, 2.259], [9.554, 0.162, 0.583], [9.624, -1.465, -0.228], [9.571, -1.516, 2.393], [8.613, -2.631, 1.387], [7.729, -0.006, 2.578], [6.838, -1.552, 2.965], [2.152, -5.293, 0.551], [2.538, -6.419, 0.880], [3.890, -6.614, 0.893], [4.192, -7.967, 1.152], [2.823, -8.672, 1.261], [1.796, -7.549, 1.272], [4.862, -7.912, 2.010], [4.759, -8.318, 0.290], [2.845, -9.303, 2.150], [2.793, -9.327, 0.390], [1.481, -7.372, 2.300], [0.914, -7.701, 0.650], [1.660, -1.218, -4.736], [1.542, -1.396, -5.921], [1.290, -2.641, -6.454], [1.234, -2.596, -7.907], [1.872, -1.257, -8.275], [1.847, -0.363, -7.015], [0.222, -2.606, -8.311], [1.872, -3.365, -8.342], [1.273, -0.960, -9.136], [2.881, -1.356, -8.675], [0.862, 0.082, -6.877], [2.639, 0.365, -6.837], [1.073, -0.833, 4.893], [1.184, -0.420, 6.068], [0.161, -0.333, 6.938], [0.458, 0.358, 8.102], [1.795, 1.038, 7.773], [2.438, 0.090, 6.787], [0.617, -0.286, 8.968], [-0.307, 1.110, 8.292], [2.286, 1.270, 8.718], [1.607, 2.039, 7.383], [3.070, -0.728, 7.133], [3.084, 0.626, 6.091], [-3.270, -2.817, -2.515], [-4.151, -3.100, -3.358], [-4.282, -2.488, -4.553], [-5.427, -2.831, -5.295], [-5.818, -4.150, -4.674], [-5.333, -4.088, -3.254], [-5.420, -2.967, -6.377], [-6.136, -2.063, -4.986], [-5.355, -4.971, -5.222], [-6.888, -4.332, -4.768], [-5.218, -5.047, -2.749], [-6.001, -3.510, -2.615], [1.091, 4.256, 1.791], [1.206, 5.462, 1.927], [1.719, 6.318, 1.003], [1.727, 7.690, 1.364], [1.677, 7.605, 2.870], [0.860, 6.328, 3.116], [0.841, 8.270, 1.105], [2.607, 8.190, 0.959], [1.061, 8.425, 3.239], [2.647, 7.700, 3.358], [-0.222, 6.435, 3.037], [1.112, 5.879, 4.077], [-4.287, 0.661, 2.250], [-5.387, 0.843, 2.782], [-6.503, 0.785, 2.089], [-7.608, 1.225, 2.841], [-6.967, 2.159, 3.862], [-5.719, 1.328, 4.166], [-8.067, 0.356, 3.311], [-8.393, 1.642, 2.210], [-7.633, 2.340, 4.706], [-6.684, 3.083, 3.359], [-5.922, 0.550, 4.902], [-4.888, 1.916, 4.556]], "forces_ev_per_angstrom": [[0.0, 0.0, -0.1], [-0.7, 2.4, -1.2], [0.5, -3.5, 2.0], [0.3, -0.7, 0.3], [-0.8, 1.5, -0.1], [-2.4, 2.5, -1.3], [-0.1, -1.4, 0.7], [0.6, -0.5, 0.0], [0.6, -0.2, -0.2], [0.1, -0.1, -0.3], [0.2, 0.0, 0.2], [0.6, -0.8, -0.3], [1.1, 0.5, 0.2], [3.7, -1.3, 0.2], [-3.5, 2.0, -0.6], [-2.7, -0.1, -1.0], [0.4, -0.4, 1.6], [0.8, -0.8, 2.0], [0.5, 0.5, -2.0], [0.5, -0.2, 0.1], [-0.3, 0.6, -0.7], [0.2, -0.3, -0.1], [0.1, -0.1, 0.1], [-0.2, 0.1, 0.8], [0.4, 0.0, -0.2], [-0.1, -1.7, 0.7], [2.3, 5.5, -1.9], [-1.5, 0.8, -0.3], [0.4, 0.1, -0.2], [1.3, -1.0, 0.2], [-1.0, -2.6, 1.0], [-0.3, -0.7, 0.3], [0.1, -0.2, 0.1], [-0.4, 0.0, -0.1], [-0.6, 0.0, 0.1], [-0.3, 0.1, 0.0], [0.1, 0.0, 0.1], [-0.8, -0.2, 0.0], [2.5, -0.9, -0.2], [-0.6, 0.8, 0.1], [1.2, 0.9, 0.5], [0.1, 0.7, -0.8], [-2.0, -1.8, -0.1], [-0.1, -0.5, 0.6], [-0.5, -0.4, 0.4], [0.2, 0.9, 0.1], [0.1, -0.2, 0.3], [-0.1, 1.1, -0.8], [-0.1, -0.5, 0.1], [0.0, 1.1, 3.3], [0.4, -0.9, -2.2], [-1.1, -1.4, -2.1], [1.4, 1.4, 0.8], [-0.2, 0.5, 1.6], [0.0, 0.8, -1.1], [-0.5, -0.3, -0.2], [-0.2, -0.3, 0.1], [0.5, -0.4, -0.1], [0.0, -0.2, -0.6], [-0.4, -0.1, 0.5], [-0.2, -0.1, -0.2], [-2.4, -0.6, -2.7], [1.4, -0.4, 1.6], [2.8, 1.0, 0.1], [-1.9, -0.7, 1.5], [-1.1, -1.0, -0.5], [0.4, 0.8, 0.5], [1.1, 0.7, 0.1], [-0.4, 0.1, -0.6], [0.3, 0.0, 0.1], [-0.1, 0.1, 0.1], [0.6, 0.2, -0.1], [-0.5, 0.0, 0.0], [0.2, 1.6, -0.4], [0.5, 0.0, 0.4], [-0.2, -1.7, -1.8], [0.1, 0.2, 1.4], [-1.2, 1.1, 0.9], [0.9, -0.4, 0.2], [-0.2, -0.6, -0.9], [0.0, -0.3, -0.1], [0.3, 0.3, 0.2], [-0.1, -0.6, 0.0], [-0.1, 0.5, 0.3], [-0.2, -0.3, -0.2], [-1.8, 0.0, 1.2], [2.5, -0.1, -0.7], [-0.1, -0.6, -1.9], [-1.0, 0.2, 0.8], [-0.5, -0.6, 0.0], [0.5, 1.0, 0.6], [0.0, -0.1, 0.3], [0.5, 0.2, -0.3], [0.2, 0.1, 0.0], [-0.1, 0.1, 0.2], [0.0, -0.3, -0.3], [0.0, -0.1, 0.0]], "orbital_gap_ev": 4.46, "relative_energy_kj_mol": 1308.3, "total_charge": 2, "homo_ev": -13.5267, "lumo_energy_ev": -9.06}